(1)
DFT (the ωB97M-V functional and the def2-TZVPD basis) results for a 2-piece molecular cluster, C6H12N2 overall.

The geometry in XYZ format:
```
20
C6H12N2 | OMol25 | the ωB97M-V functional and the def2-TZVPD basis
H -2.83650 2.59656 -0.36512
H 0.00641 2.85906 -1.41724
C 2.13251 -2.10257 0.28895
H -0.48249 -0.89743 -1.38029
C 0.13577 3.23251 -0.39909
H 0.75992 4.10905 -0.24727
H -0.76855 0.64790 0.75934
C -1.20254 1.58689 0.44753
H 2.18559 -2.81629 1.10823
H 2.63560 -1.18998 0.61766
C -0.27404 -2.26752 0.89143
H -1.31995 -2.07326 0.68348
H -3.00819 0.74600 -0.25291
N -0.41033 2.73467 0.62003
H -0.02550 -2.83546 1.77261
C -2.43167 1.63752 -0.06653
H 2.66290 -2.50535 -0.57090
H 1.15975 -0.78592 -1.60955
C 0.66672 -1.80048 0.06444
N 0.41457 -0.87590 -0.94477
```

Summary:
HOMO = -8.298 eV
LUMO = 0.9 eV
SMILES = C=C(C)N.C=CN=C
charge = 0

natural (NBO) population analysis, charges in e, atoms 1 to 8: number 1, H, carries 0.197; number 2, H, carries 0.152; number 3, C, carries -0.653; number 4, H, carries 0.383; number 5, C, carries -0.039; number 6, H, carries 0.170; number 7, H, carries 0.219; number 8, C, carries -0.027

(2)
DFT (the ωB97M-V functional and the def2-TZVPD basis) results for an isolated molecule of C6H12N2.

The geometry in XYZ format:
```
20
C6H12N2 | OMol25 | the ωB97M-V functional and the def2-TZVPD basis
H 2.55077 0.09381 -0.39254
C 0.49492 1.92129 0.09957
H 2.46323 0.39350 1.34967
H -0.00807 0.20612 1.28433
H 0.50299 -2.36821 -1.19294
H -1.25289 -2.42081 -1.09376
H -0.30293 -2.26125 0.38271
H 0.83208 2.46931 0.98256
C 1.97176 -0.10191 0.50988
C 0.56366 0.43531 0.38270
H 1.13132 2.18810 -0.74438
H -3.62908 0.20260 1.07191
H 1.97829 -1.17163 0.70809
C -2.08079 0.09599 -0.10105
H 0.39496 -0.05631 -1.39459
C -0.43824 -0.45570 -0.77002
N -2.64045 0.37447 0.96654
H -0.52695 2.23242 -0.11526
C -0.36143 -1.96782 -0.66682
N -1.64317 0.19072 -1.26662
```

Summary:
HOMO = -8.875 eV
LUMO = 0.8 eV
charge = 0

natural (NBO) population analysis, charges in e, atoms 1 to 8: number 1, H, carries 0.202; number 2, C, carries -0.631; number 3, H, carries 0.222; number 4, H, carries 0.199; number 5, H, carries 0.226; number 6, H, carries 0.227; number 7, H, carries 0.209; number 8, H, carries 0.218

(3)
DFT (the ωB97M-V functional and the def2-TZVPD basis) results for C6H12N2 as an isolated structure.

The geometry in XYZ format:
```
20
C6H12N2 | OMol25 | the ωB97M-V functional and the def2-TZVPD basis
C -1.84104 -0.19888 0.29297
H 2.80779 1.54194 0.73889
H 2.28219 -0.20955 -1.44851
H -0.60307 0.74347 1.86967
H -3.34871 -0.08526 -1.53319
C 2.22515 1.01199 -0.07666
N -2.74126 0.57481 -0.67968
H 2.04373 -0.67917 1.28531
C -0.74795 0.66993 0.70349
H -3.32895 1.30521 -0.41550
H -0.49092 1.82858 0.07003
C 2.69564 -0.39460 -0.59490
N 0.12957 -0.33642 0.10045
C 1.54786 -0.26301 0.28612
H 3.49810 -1.14050 -0.33180
H -0.90428 -1.71909 1.04823
H 1.84095 1.65889 -0.93690
C -0.85213 -1.29197 -0.03165
H -2.46022 -0.48164 1.24855
H -1.21995 -1.63240 -1.01636
```

Summary:
HOMO = -7.997 eV
LUMO = 1.0 eV
charge = 0

natural (NBO) population analysis, charges in e, atoms 1 to 8: number 1, C, carries -0.059; number 2, H, carries 0.219; number 3, H, carries 0.205; number 4, H, carries 0.176; number 5, H, carries 0.355; number 6, C, carries -0.412; number 7, N, carries -0.879; number 8, H, carries 0.148

We find (1) to be the most stable, with the next structure 25.7 kcal/mol higher.

(1)
DFT (the ωB97M-V functional and the def2-TZVPD basis) results for a 2-piece molecular cluster, C6H12N2 overall.

The geometry in XYZ format:
```
20
C6H12N2 | OMol25 | the ωB97M-V functional and the def2-TZVPD basis
C 2.55711 0.46064 -2.03424
H 3.28772 -0.28501 -2.33890
C -1.69227 -0.35396 0.41629
C 1.36698 0.39103 -3.01765
C -0.60010 0.38468 0.75757
H 2.21650 0.23238 -1.02607
H 0.59253 -0.27259 -2.63222
H -0.89168 2.05957 -0.56274
H 2.94371 1.47156 -1.89157
H 0.08238 2.45227 0.81588
H 0.69829 1.50416 -0.54908
H 1.74577 -0.02777 -3.94765
H -2.44976 -0.14786 -0.31891
N -1.70147 -1.41134 1.29293
C -0.15031 1.64458 0.12664
H -0.32362 -1.98211 2.84584
C -0.63280 -1.26833 2.10121
N 0.05680 -0.18930 1.80581
H -2.31171 -2.20608 1.35889
H 0.92996 1.36471 -3.22346
```

Summary:
HOMO = -8.632 eV
LUMO = 0.9 eV
SMILES = Cc1c[nH]cn1.CC
charge = 0

natural (NBO) population analysis, charges in e, atoms 1 to 8: number 1, C, carries -0.621; number 2, H, carries 0.208; number 3, C, carries -0.128; number 4, C, carries -0.616; number 5, C, carries 0.090; number 6, H, carries 0.209; number 7, H, carries 0.206; number 8, H, carries 0.212

(2)
DFT (the ωB97M-V functional and the def2-TZVPD basis) results for an isolated molecule of C6H12N2.

The geometry in XYZ format:
```
20
C6H12N2 | OMol25 | the ωB97M-V functional and the def2-TZVPD basis
C -0.10780 -0.17874 2.06065
C 1.56597 0.71410 0.48392
C -0.82417 1.51533 0.39239
H 1.77366 1.15676 -0.49651
H -1.69076 -1.49389 -2.52343
C 0.11854 -0.90319 -1.59416
H -0.20421 -1.34790 -3.62421
H -0.58553 2.34221 1.07015
H -1.29539 -0.99780 -0.18968
H -0.18756 -1.95989 1.46691
H -1.87350 1.24556 0.56396
H -0.74423 1.88417 -0.63633
H 1.17196 -0.68213 -1.75388
C -0.63489 -1.27554 -2.63106
N -0.25252 -1.43304 2.35681
N -0.30220 -0.77812 -0.29170
H 1.84902 1.45481 1.24103
H 2.22769 -0.15056 0.61067
H -0.10120 0.57268 2.86813
C 0.09711 0.31518 0.62632
```

Summary:
HOMO = -8.316 eV
LUMO = 0.8 eV
SMILES = [H]/N=C\C(C)(C)NC=C
charge = 0

natural (NBO) population analysis, charges in e, atoms 1 to 8: number 1, C, carries 0.117; number 2, C, carries -0.619; number 3, C, carries -0.617; number 4, H, carries 0.217; number 5, H, carries 0.190; number 6, C, carries 0.016; number 7, H, carries 0.210; number 8, H, carries 0.213

We find (1) to be the most stable, with the next structure 20.2 kcal/mol higher.

(1)
DFT (the ωB97M-V functional and the def2-TZVPD basis) results for an isolated molecule of C6H12N2.

The geometry in XYZ format:
```
20
C6H12N2 | OMol25 | the ωB97M-V functional and the def2-TZVPD basis
C -1.49054 -0.47479 1.55047
H -0.20566 -2.25733 -1.92342
H 1.82489 0.84449 2.35911
C 0.32382 -1.31262 -1.81443
H 0.15934 -0.72012 -2.71267
H 1.50268 -0.47943 1.39393
C 1.03551 1.28327 0.54346
C -0.12909 -0.56607 -0.59423
C 0.30795 0.83231 -0.49700
H -1.03726 -2.21044 0.31789
H -1.01409 1.53649 -1.87424
H -1.37470 0.60588 1.50012
H 0.15782 2.63732 -1.41778
H 1.25868 2.34092 0.62938
H -2.55552 -0.71474 1.56755
C -0.83035 -1.14740 0.38816
H -1.06899 -0.83322 2.49244
N -0.05467 1.66220 -1.57845
H 1.39273 -1.51494 -1.74306
N 1.79743 0.48823 1.41278
```

Summary:
HOMO = -7.089 eV
LUMO = 1.1 eV
SMILES = C/C=C(C)\C(N)=C/N
charge = 0

natural (NBO) population analysis, charges in e, atoms 1 to 8: number 1, C, carries -0.652; number 2, H, carries 0.209; number 3, H, carries 0.366; number 4, C, carries -0.631; number 5, H, carries 0.225; number 6, H, carries 0.374; number 7, C, carries -0.064; number 8, C, carries -0.040

(2)
DFT (the ωB97M-V functional and the def2-TZVPD basis) results for a 2-piece molecular cluster, C6H12N2 overall.

The geometry in XYZ format:
```
20
C6H12N2 | OMol25 | the ωB97M-V functional and the def2-TZVPD basis
C 0.25056 -2.37473 2.27642
H 0.94060 -3.53582 0.46507
H 0.59360 0.15342 -3.03638
H -0.06696 -2.75051 3.25453
H -0.45090 -1.54777 2.13940
H -0.04685 -4.41946 1.54058
C 1.22609 0.63920 -2.29717
N -0.90017 2.14234 0.23092
H 1.60055 1.53201 -2.78474
C 0.12423 -3.39434 1.17756
C 0.38343 1.00954 -1.11568
H 1.22103 -1.91541 2.46519
H 0.24281 3.28565 -1.08052
N -0.35348 0.12670 -0.38784
H -1.62673 0.45907 1.28308
H 2.04923 -0.02159 -2.03083
C -1.12515 0.81688 0.39906
C 0.03232 2.28154 -0.76053
H -0.72528 -3.20268 0.52964
H -1.45314 2.86121 0.66843
```

Summary:
HOMO = -8.636 eV
LUMO = 0.9 eV
SMILES = Cc1c[nH]cn1.CC
charge = 0

natural (NBO) population analysis, charges in e, atoms 1 to 8: number 1, C, carries -0.616; number 2, H, carries 0.211; number 3, H, carries 0.222; number 4, H, carries 0.200; number 5, H, carries 0.203; number 6, H, carries 0.199; number 7, C, carries -0.628; number 8, N, carries -0.518

(3)
DFT (the ωB97M-V functional and the def2-TZVPD basis) results for a 2-piece molecular cluster, C6H12N2 overall.

The geometry in XYZ format:
```
20
C6H12N2 | OMol25 | the ωB97M-V functional and the def2-TZVPD basis
N -0.53120 0.37133 -1.91289
N -0.69787 -1.50643 -0.65386
H -1.09187 1.28041 3.19768
H -0.96261 -2.37897 -0.06680
H 2.75642 0.07140 -2.19128
H 1.60635 1.39167 -2.80726
H -1.63322 -0.27806 1.08068
C -0.56629 1.24975 2.23433
H 0.40765 1.23329 2.74310
C -0.94184 -0.26284 1.81779
H -1.03123 -0.78948 2.75872
H 0.00720 -0.49578 1.27453
C -1.39318 -0.47624 -1.33899
H 2.46276 1.38112 -1.21647
H 1.42989 -1.83472 -0.43910
C 0.73231 -1.18168 -0.89374
C 0.70716 -0.05888 -1.70955
C 1.94413 0.75309 -1.97414
H -2.59619 -0.35837 -1.31461
H -0.60837 1.88938 1.41185
```

Summary:
HOMO = -8.538 eV
LUMO = 0.9 eV
SMILES = Cc1c[nH]cn1.CC
charge = 0

natural (NBO) population analysis, charges in e, atoms 1 to 8: number 1, N, carries -0.480; number 2, N, carries -0.573; number 3, H, carries 0.210; number 4, H, carries 0.441; number 5, H, carries 0.216; number 6, H, carries 0.230; number 7, H, carries 0.199; number 8, C, carries -0.626

We find (2) to be the most stable, with the next structure 11.0 kcal/mol higher.

(1)
DFT (the ωB97M-V functional and the def2-TZVPD basis) results for a 2-piece molecular cluster, C6H12N2 overall.

The geometry in XYZ format:
```
20
C6H12N2 | OMol25 | the ωB97M-V functional and the def2-TZVPD basis
H 0.82521 -2.76706 1.12492
N -0.51778 1.80307 -2.17783
H 0.34502 -1.08661 -1.54535
H 2.25043 -0.67019 2.67895
H -3.01525 2.03013 0.15256
C -1.08760 0.16352 -0.67679
H -1.76845 3.31794 0.09572
N -0.05823 -0.27843 -1.59223
C -1.35362 1.49052 -1.09452
H 2.51359 -2.94290 1.48938
H -2.63890 3.20490 -1.33898
H 2.12389 -1.70526 0.30678
C 0.23872 0.72051 -2.54341
H -1.54277 -0.37462 0.09109
C 1.41921 -1.25824 2.35540
H 1.04047 0.50381 -3.27180
H 0.70750 -0.61458 1.97963
H 1.05428 -1.82993 3.28678
C -2.25161 2.53294 -0.53989
C 1.71589 -2.23953 1.21957
```

Summary:
HOMO = -8.572 eV
LUMO = 0.9 eV
SMILES = Cc1c[nH]cn1.CC
charge = 0

natural (NBO) population analysis, charges in e, atoms 1 to 8: number 1, H, carries 0.201; number 2, N, carries -0.476; number 3, H, carries 0.384; number 4, H, carries 0.202; number 5, H, carries 0.218; number 6, C, carries -0.129; number 7, H, carries 0.226; number 8, N, carries -0.503

(2)
DFT (the ωB97M-V functional and the def2-TZVPD basis) results for a 2-piece molecular cluster, C6H12N2 overall.

The geometry in XYZ format:
```
20
C6H12N2 | OMol25 | the ωB97M-V functional and the def2-TZVPD basis
H 0.73473 -0.92014 1.90073
C -1.00173 -1.94515 0.06374
H 0.18097 1.79092 1.64835
H 1.59130 -2.29506 1.18182
H -0.42507 1.91111 -2.12374
H 0.03184 -0.93053 -2.17741
C 0.79852 -1.23062 -1.45597
H -1.42751 2.56001 1.57522
H -1.70319 0.63196 -0.43745
H 2.03631 -0.63186 0.73284
H 1.20320 -2.19746 -1.76547
C 1.20253 -1.29289 0.98450
H -1.28284 0.82645 1.89192
H 1.59733 -0.48403 -1.47349
N -1.95574 -2.58836 0.22335
C -0.85711 1.66152 1.32665
H 0.32617 2.95647 -0.78547
N 0.19739 -1.32717 -0.10384
C -0.92954 1.37497 -0.13975
C -0.31756 2.12984 -1.06652
```

Summary:
HOMO = -9.100 eV
LUMO = 0.8 eV
SMILES = CN(C)C#N.C=CC
charge = 0

natural (NBO) population analysis, charges in e, atoms 1 to 8: number 1, H, carries 0.214; number 2, C, carries 0.424; number 3, H, carries 0.213; number 4, H, carries 0.194; number 5, H, carries 0.197; number 6, H, carries 0.217; number 7, C, carries -0.392; number 8, H, carries 0.228

We find (1) to be the most stable, with the next structure 10.6 kcal/mol higher.